(1)
This record from the OMol25 dataset describes CH18F3Na2O12S as an isolated structure at a distorted geometry. The level of theory is ωB97M-V with the def2-TZVPD basis set.

Values from the calculation:
- Charge: +1
- Multiplicity: 1
- Energy: -53717.2966 eV
- Relative energy (zero: lowest compared OMol25 entry of this formula, charge and spin): 0.0 kJ/mol
- Frontier orbital gap: 8.69 eV
- LUMO level: -3.742 eV
- Maximum force: 1.53 eV/Å

CARTESIAN COORDINATES (ANGSTROEM)
Na  4.68926  -1.79128  -0.88739
Na  -0.76767  0.23205  -3.80113
C  0.48179  -0.51391  0.42365
F  -0.74423  0.01316  0.60003
F  1.13389  -0.55377  1.58818
F  0.34871  -1.75974  -0.02842
S  1.46295  0.46284  -0.80030
O  0.63401  0.32483  -1.98637
O  1.54907  1.81297  -0.30820
O  2.72194  -0.21608  -0.87443
O  4.17499  3.11781  0.29694
H  4.65199  2.46932  0.82367
H  3.29069  2.73812  0.17221
O  0.97255  2.36693  2.66931
H  0.33024  1.75792  3.08376
H  1.02704  2.04787  1.75785
O  -4.55941  0.94426  -0.03625
H  -5.01593  1.71361  -0.39819
H  -3.62164  1.15684  -0.11458
O  0.66034  3.80601  -2.41145
H  0.95708  3.22186  -1.69429
H  -0.15606  3.41354  -2.73316
O  -1.00082  -4.20954  -1.35200
H  -1.58250  -3.80133  -0.68801
H  -1.58942  -4.47610  -2.06643
O  3.88655  -2.26572  1.48998
H  3.52859  -1.74105  2.21861
H  3.46147  -3.12977  1.57246
O  -2.84721  -2.17994  -0.21743
H  -2.62059  -1.64249  0.55497
H  -3.70144  -2.57697  0.01039
O  -0.78166  0.30434  3.35931
H  -1.58294  0.83178  3.22463
H  -0.91291  -0.48226  2.82816
O  -2.57471  -0.20867  -2.27205
H  -2.44344  -0.71880  -1.44839
H  -3.46057  -0.46862  -2.55563

Forces on atoms 1 to 2 (eV/Å):
Na -0.6 0.5 0.5
Na 0.0 0.0 0.7

***

(2)
This record from the OMol25 dataset describes C22H24BCl2F17I3NO3P as an isolated structure at a distorted geometry. The level of theory is ωB97M-V with the def2-TZVPD basis set.

Values from the calculation:
- Charge: -1
- Multiplicity: 1
- Energy: -136337.4518 eV
- Frontier orbital gap: 4.48 eV
- LUMO level: 0.896 eV
- Maximum force: 5.36 eV/Å

CARTESIAN COORDINATES (ANGSTROEM)
C  3.83122  3.25679  -1.58195
C  3.09394  3.43490  -0.12004
P  1.57513  2.31529  -0.17918
C  0.08739  3.54328  -0.33190
C  -1.07321  3.01452  -1.32292
C  1.36179  1.20743  1.35460
B  1.60234  2.36314  2.47866
O  2.88932  2.80147  2.99082
O  0.43341  3.02323  3.08945
N  -0.05329  0.80281  1.77700
C  -0.21343  -0.61401  1.39071
O  -1.30185  -1.11991  1.77276
C  1.11237  -1.29752  0.65785
C  0.93079  -2.79428  1.25376
C  2.13789  -3.81517  1.10698
C  1.52180  -5.30230  0.75833
Cl  3.42307  -3.49135  -0.14131
C  0.73260  -1.04988  -0.87979
F  -0.35555  -0.07198  -0.97060
F  1.79396  -0.44315  -1.66805
C  0.20009  -2.22226  -1.80910
F  0.77466  -3.52109  -1.67609
F  0.60433  -1.89992  -3.18278
C  -1.39017  -2.43171  -1.93459
F  -1.56498  -3.84081  -2.28900
F  -2.13301  -2.30822  -0.72608
C  -2.16491  -1.65868  -3.09770
F  -1.97393  -2.45984  -4.30230
F  -1.75022  -0.35396  -3.43890
C  -3.78193  -1.60995  -2.93666
F  -4.28636  -1.43004  -4.28713
F  -4.27827  -2.91569  -2.54645
C  -4.35833  -0.50418  -1.93335
F  -3.39944  0.23054  -1.18465
F  -5.11121  -1.25241  -0.93292
C  -5.43921  0.51502  -2.56316
F  -5.96268  1.27056  -1.44091
F  -6.58946  -0.19614  -3.08363
C  -4.88253  1.58468  -3.61437
F  -5.65130  2.79594  -3.40997
F  -3.52842  1.95780  -3.46889
F  -5.12964  1.24006  -4.99641
C  2.12150  -0.24579  1.44530
I  4.14278  0.05132  0.50938
C  2.74506  -0.61907  2.88208
I  4.63351  -1.82821  2.79284
C  1.89684  -1.24371  4.06300
C  0.62436  -0.43698  4.61796
I  3.30396  -1.13231  5.81608
H  3.24112  2.51941  -2.26207
H  4.01447  4.25374  -2.11367
H  4.86919  2.75649  -1.44022
H  2.88182  4.56188  -0.02953
H  3.91040  3.11066  0.64119
H  0.53436  4.49402  -0.82782
H  -0.31901  3.87413  0.68621
H  -1.91758  3.86051  -1.62760
H  -0.56025  2.62143  -2.28007
H  -1.68045  2.13741  -0.85310
H  2.72488  3.71842  3.34099
H  0.34981  3.94757  2.76039
H  -0.82128  1.25075  1.24726
H  0.50622  -2.80735  2.33591
H  0.03055  -3.25438  0.66916
H  2.60384  -3.96414  2.16240
H  0.39006  -5.36137  0.91468
H  1.78284  -5.48858  -0.35932
H  2.11616  -6.07743  1.36876
H  3.27053  0.30780  3.35964
H  1.71804  -2.39167  4.03830
H  0.47096  -0.81523  5.71034
H  0.80630  0.70396  4.75396
H  -0.36947  -0.65127  4.09188
Cl  -1.75427  5.39498  -0.99445

Forces on atoms 1 to 2 (eV/Å):
C 0.4 -0.8 -0.1
C 2.1 0.4 -0.5

***

(3)
This record from the OMol25 dataset describes one molecule with the formula C5H8N2 at a distorted geometry. The level of theory is ωB97M-V with the def2-TZVPD basis set.

Values from the calculation:
- Multiplicity: 1
- Energy: -8292.6523 eV
- Relative energy (zero: lowest compared OMol25 entry of this formula, charge and spin): 226.2 kJ/mol
- Frontier orbital gap: 11.31 eV
- SMILES: N#C[C@H](N)C1CC1
- LUMO level: 0.956 eV
- Maximum force: 4.23 eV/Å

CARTESIAN COORDINATES (ANGSTROEM)
N  1.74853  -0.86930  0.25399
C  0.81989  0.18723  0.51029
C  1.25488  1.49744  0.17503
N  1.61811  2.50835  -0.21656
C  -0.40573  0.19871  -0.37822
C  -1.78565  0.20091  0.19390
C  -1.26683  -1.00561  -0.46364
H  2.62413  -0.75451  0.75508
H  1.96743  -0.85309  -0.73346
H  0.59281  0.18146  1.56638
H  -0.03544  0.90560  -1.40105
H  -1.85529  0.16235  1.26508
H  -2.57667  0.74110  -0.29199
H  -1.70949  -1.27215  -1.40352
H  -0.99069  -1.82849  0.16872

Forces on atoms 1 to 2 (eV/Å):
N 0.4 -0.6 -0.6
C -0.9 -0.1 0.6

***

(4)
This record from the OMol25 dataset describes a 4-piece molecular cluster, C32H44BrIN3O4PS overall at a distorted geometry. The level of theory is ωB97M-V with the def2-TZVPD basis set.

Values from the calculation:
- Multiplicity: 1
- Energy: -144821.1934 eV
- Frontier orbital gap: 7.18 eV
- SMILES: CC[C@@H](Br)c1c(CCCCCOC(C)=O)cc(I)c2c1C(=O)C=C([PH2]=S)C2=O.CCCC#N.CCCC#N.CCCC#N
- LUMO level: -1.308 eV
- Maximum force: 3.00 eV/Å

CARTESIAN COORDINATES (ANGSTROEM)
C  -4.32535  3.34966  -1.86644
C  -2.98951  3.47243  -0.98500
C  -1.67719  3.33008  -1.88058
Br  -0.42063  4.86927  -1.64030
C  -0.94878  1.95641  -1.67134
C  -0.64479  1.06220  -2.82342
C  -1.06606  1.53252  -4.24774
C  -0.73971  0.53653  -5.43041
C  0.53958  1.07371  -6.19312
C  1.90039  0.87195  -5.42186
C  2.21883  2.01408  -4.36581
O  3.44311  2.71935  -4.70614
C  4.23101  2.95840  -3.58923
C  3.69809  3.40447  -2.18993
O  5.42644  2.85548  -3.72133
C  0.03127  -0.22377  -2.60411
C  0.40197  -0.70917  -1.25323
I  1.32991  -2.64712  -1.09651
C  0.08227  0.15757  -0.12927
C  -0.57067  1.47902  -0.32482
C  -0.84806  2.27318  0.98367
O  -0.76322  3.46512  1.12058
C  -1.22431  1.39247  2.22668
C  -0.63757  0.17473  2.40109
P  -1.09879  -0.93209  3.85701
S  -3.06591  -0.97447  3.86808
C  0.40824  -0.30353  1.33592
O  1.38566  -0.93796  1.64668
H  -4.83547  2.38660  -1.57389
H  -4.11769  3.26597  -2.96362
H  -5.04084  4.18600  -1.68252
H  -3.07935  2.68671  -0.19912
H  -2.98020  4.51727  -0.58929
H  -2.03432  3.44459  -2.93952
H  -0.68566  2.56106  -4.50948
H  -2.19248  1.64760  -4.22490
H  -0.69385  -0.54184  -5.14704
H  -1.59668  0.62700  -6.16185
H  0.52606  0.62379  -7.22507
H  0.37493  2.17972  -6.34716
H  2.71872  0.95424  -6.19569
H  1.90694  -0.13984  -4.94642
H  1.41396  2.78800  -4.28754
H  2.27464  1.50309  -3.36451
H  2.57504  3.46009  -2.14021
H  4.15808  4.36837  -1.86874
H  4.01362  2.61371  -1.45592
H  0.30717  -0.91411  -3.43598
H  -1.95870  1.70443  3.00376
H  -0.60277  -0.43470  5.09396
H  -0.67384  -2.26898  3.58734
C  -6.74826  3.36299  5.82602
C  -5.64341  2.33418  6.04169
C  -4.36335  2.66374  5.26989
C  -4.64156  2.69795  3.81048
N  -4.85605  2.71927  2.68104
H  -7.05977  3.40507  4.78012
H  -7.62901  3.10370  6.41642
H  -6.41919  4.36112  6.12731
H  -6.01143  1.34935  5.74236
H  -5.41104  2.27948  7.10816
H  -3.60047  1.90710  5.46652
H  -3.96736  3.63374  5.57949
C  0.43281  -7.11040  5.35297
C  -0.00647  -7.00844  3.89632
C  0.03008  -5.57396  3.36182
C  -0.88853  -4.71118  4.15175
N  -1.59918  -4.04426  4.76384
H  -0.23405  -6.55270  6.01408
H  0.41909  -8.15104  5.68159
H  1.44774  -6.72613  5.48425
H  -1.01792  -7.41237  3.80125
H  0.64748  -7.63268  3.28260
H  -0.27880  -5.55417  2.31492
H  1.04184  -5.16686  3.42404
C  5.08781  -2.19242  -1.11164
C  6.54934  -2.51201  -1.40421
C  6.72550  -3.80478  -2.20528
C  6.17288  -4.95620  -1.44310
N  5.74629  -5.84447  -0.85152
H  4.62254  -2.96498  -0.49589
H  5.00633  -1.25068  -0.56559
H  4.51451  -2.09879  -2.03763
H  7.09314  -2.58565  -0.45853
H  6.99049  -1.68359  -1.96402
H  7.78399  -3.98507  -2.40147
H  6.21047  -3.73412  -3.16576

Forces on atoms 1 to 2 (eV/Å):
C 0.2 -1.0 0.3
C -0.6 0.7 -1.1

***

(5)
This record from the OMol25 dataset describes a 3-piece molecular cluster, C6H12Br6 overall at a distorted geometry. The level of theory is ωB97M-V with the def2-TZVPD basis set.

Values from the calculation:
- Multiplicity: 1
- Energy: -426671.1641 eV
- Relative energy (zero: lowest compared OMol25 entry of this formula, charge and spin): 90.6 kJ/mol
- Frontier orbital gap: 10.36 eV
- SMILES: BrCCBr.BrCCBr.BrCCBr
- LUMO level: 0.508 eV
- Maximum force: 3.94 eV/Å

CARTESIAN COORDINATES (ANGSTROEM)
Br  -8.44847  5.35763  -14.21899
C  -9.67852  4.54205  -12.95668
C  -9.46310  4.77715  -11.46251
Br  -9.43751  6.68142  -10.95201
H  -9.71490  3.44284  -12.97461
H  -10.58203  4.98980  -13.29581
H  -8.56275  4.28397  -11.12248
H  -10.32166  4.40755  -10.92816
Br  -6.35350  2.21684  -7.54350
C  -6.44310  4.12231  -8.05196
C  -7.16129  5.13885  -7.21713
Br  -9.08917  4.96263  -7.57781
H  -6.78957  4.08201  -9.02913
H  -5.39721  4.31719  -8.12746
H  -6.98718  6.19998  -7.44354
H  -7.21532  4.97789  -6.13585
Br  -6.53892  2.19649  -11.09973
C  -5.58933  2.63771  -12.74842
C  -5.94024  1.54702  -13.77152
Br  -5.10524  2.03547  -15.43295
H  -4.50915  2.66259  -12.60208
H  -5.88967  3.49477  -13.17676
H  -6.98419  1.60612  -14.08990
H  -5.65405  0.55231  -13.44465

Forces on atoms 1 to 2 (eV/Å):
Br 0.4 -0.5 0.4
C 0.1 -0.2 1.1